Entry 1:
Formula: CH4N2O2S
Source: the Open Molecules 2025 dataset
Level of theory: wB97M-V/def2-TZVPD

Each atom is followed by the atoms it is bonded to, with distances in Å.
Atoms and positions in Å:
1 C 0.1475 -0.3422 -0.2262  N3 1.356, O5 1.395, S6 1.808
2 N 1.5281 -1.8525 0.8732  O4 1.171, O5 1.400
3 N 1.0720 0.3334 -0.9523  C1 1.356, H8 1.082, H9 1.044
4 O 2.0601 -2.8691 0.6407  N2 1.171
5 O 0.4939 -1.6824 -0.0549  C1 1.395, N2 1.400
6 S -1.6074 -0.2384 -0.6500  C1 1.808, H10 1.415
7 H -0.0408 0.1352 1.2379  no bonds
8 H 2.0499 0.3650 -0.4897  N3 1.082
9 H 0.6751 1.2633 -1.2111  N3 1.044
10 H -1.3771 -0.3491 -2.0421  S6 1.415

net charge	0
E_HOMO	-0.352	Eh
E	-698.51370	Ha
gap between HOMO and LUMO	9.53	eV

Löwdin population analysis, charges in e, atoms 1 to 5: -0.95, -0.03, 0.02, 0.07, -0.17

***

Entry 2:
Formula: CH4N2O3
Source: the Open Molecules 2025 dataset
Level of theory: wB97M-V/def2-TZVPD

Each atom is followed by the atoms it is bonded to, with distances in Å.
Atoms and positions in Å:
1 O -2.1630 0.0151 -0.0909  C2 1.202
2 C -0.9697 0.1129 0.0106  O1 1.202, N3 1.413, N5 1.354
3 N -0.2496 -1.0698 0.2901  C2 1.413, O4 1.358, H7 1.024
4 O 0.9354 -1.2773 -0.3395  N3 1.358, H8 1.028
5 N -0.2803 1.2529 -0.2316  C2 1.354, O6 1.414, H9 1.008
6 O 1.0669 1.3438 0.1886  N5 1.414, H10 1.077
7 H -0.8651 -1.8854 0.2170  N3 1.024
8 H 1.5942 -1.3545 0.4459  O4 1.028
9 H -0.6710 2.1505 0.0091  N5 1.008
10 H 1.6023 0.7119 -0.4993  O6 1.077

SMILES	O=C(NO)NO
net charge	0
E_HOMO	-0.361	Eh
E	-375.62284	Ha
gap between HOMO and LUMO	10.27	eV

Löwdin population analysis, charges in e, atoms 1 to 5: 0.08, -0.55, -0.02, -0.07, 0.03

***

Entry 3:
Formula: CH4N2O3
Source: the Open Molecules 2025 dataset
Level of theory: wB97M-V/def2-TZVPD

Each atom is followed by the atoms it is bonded to, with distances in Å.
Atoms and positions in Å:
1 C -1.0214 -0.9569 0.1554  N2 1.380, H7 1.086, H8 1.072, H9 1.087
2 N -0.0521 -0.1727 0.7479  C1 1.380, O3 1.450, H10 0.982
3 O 0.0376 0.9740 -0.1350  N2 1.450, N4 1.412
4 N 1.3238 1.1487 -0.6911  O3 1.412, O5 1.163, O6 1.164
5 O 2.0666 0.2636 -0.5612  N4 1.163
6 O 1.4198 2.1519 -1.2740  N4 1.164
7 H -0.8832 -0.8859 -0.9194  C1 1.086
8 H -0.6829 -1.8714 0.6012  C1 1.072
9 H -2.0539 -0.6976 0.3766  C1 1.087
10 H -0.1544 0.0461 1.6997  N2 0.982

SMILES	CNO[N+](=O)[O-]
net charge	0
E_HOMO	-0.368	Eh
E	-375.51397	Ha
gap between HOMO and LUMO	10.87	eV

Löwdin population analysis, charges in e, atoms 1 to 5: -0.12, -0.07, -0.03, -0.47, 0.14

***

Entry 4:
Formula: CH4N2O3
Source: the Open Molecules 2025 dataset
Level of theory: wB97M-V/def2-TZVPD

Each atom is followed by the atoms it is bonded to, with distances in Å.
Atoms and positions in Å:
1 C -0.5093 0.2508 -0.2463  N3 1.328, O5 1.361, O6 1.418
2 N 1.7163 -0.3784 0.0523  O4 1.178, O6 1.323
3 N -0.6586 -0.8391 0.4978  C1 1.328, H8 0.984, H9 0.971
4 O 2.8429 -0.1000 -0.1521  N2 1.178
5 O -1.2552 1.3374 0.0948  C1 1.361, H10 0.947
6 O 0.8693 0.5789 -0.2897  C1 1.418, N2 1.323
7 H -0.9074 -0.0149 -1.9503  no bonds
8 H -1.5780 -1.1767 0.5892  N3 0.984
9 H 0.1426 -1.3610 0.6674  N3 0.971
10 H -0.6625 1.7030 0.7368  O5 0.947

net charge	0
E_HOMO	-0.340	Eh
E	-375.53501	Ha
gap between HOMO and LUMO	9.06	eV

Löwdin population analysis, charges in e, atoms 1 to 5: -0.60, -0.09, 0.13, 0.08, 0.05